Entry 1:
The following is a quantum chemistry calculation of C3H4N2O in the gas phase in a non-equilibrium geometry, from the Open Molecules 2025 dataset.

Structure (ORCA input):
```
! RIJCOSX wB97M-V def2-TZVPD def2/J DEFGRID3
* xyz 0 1
O 0.680 -0.678 -1.827
C 0.263 -0.366 -0.593
C 0.335 -0.972 0.632
N 0.001 0.019 1.528
C -0.528 1.024 0.920
N -0.482 0.939 -0.429
H 0.984 -1.592 -1.865
H 0.607 -1.953 1.076
H -0.954 1.822 1.508
H -0.909 1.756 -0.930
*
```

Structure (SMILES): Oc1cnc[nH]1
LUMO: 0.69 eV
Energy relative to the best compared isomer or geometry (same formula, charge and spin): 174.39 kJ/mol
Electronic energy: -301.4208 a.u.
Gap between HOMO and LUMO: 8.88 eV

***

Entry 2:
The following is a quantum chemistry calculation of a molecular structure, C8H9ClN2O2S in a non-equilibrium geometry, from the Open Molecules 2025 dataset.

Structure (ORCA input):
```
! RIJCOSX wB97M-V def2-TZVPD def2/J DEFGRID3
* xyz 0 1
C -2.066 -1.355 0.942
C -1.232 -2.428 0.893
C -1.591 -0.036 0.640
C 0.111 -2.258 0.492
C -0.243 0.131 0.405
C 0.625 -0.978 0.377
C 0.144 1.567 0.030
C 0.581 1.895 -1.432
N 3.345 -0.643 1.195
N 0.997 1.932 1.158
O 2.717 -0.290 -1.312
O 2.646 -2.504 -0.350
S 2.376 -1.134 -0.209
Cl 2.518 1.454 0.964
H -3.057 -1.391 1.342
H -1.361 -3.390 1.315
H -2.144 0.886 0.793
H 0.763 -3.066 0.576
H -0.780 2.232 0.144
H 0.077 2.691 -1.844
H 0.325 1.011 -2.095
H 1.635 2.144 -1.617
H 4.284 -0.664 0.929
*
```

LUMO (spin up / spin down): -1.22 / -1.04 eV
Energy relative to the best compared isomer or geometry (same formula, charge and spin): 347.98 kJ/mol
Electronic energy: -1428.3777 a.u.
Gap between HOMO and LUMO (spin up / spin down): 8.01 / 8.83 eV

***

Entry 3:
The following is a quantum chemistry calculation of a molecular structure, C20H25BrI2N4O9P2Ti, from the Open Molecules 2025 dataset.

Structure (ORCA input):
```
! RIJCOSX wB97M-V def2-TZVPD def2/J DEFGRID3
* xyz 1 2
Ti -1.009 -0.264 -0.790
I -1.109 3.613 0.671
C -3.099 3.680 -0.040
I -3.329 3.601 -2.141
H -3.522 4.619 0.290
H -3.613 2.821 0.375
Br 0.638 -3.328 0.374
C -1.114 -2.933 0.936
C -1.778 -3.859 1.735
C -3.040 -3.543 2.198
C -3.600 -2.310 1.882
C -2.877 -1.459 1.081
N -1.660 -1.776 0.593
C -3.337 -0.037 0.768
O -4.386 0.386 1.173
O -2.431 0.629 0.102
H -1.297 -4.794 1.979
H -3.581 -4.247 2.815
H -4.568 -1.995 2.244
N 0.488 -1.403 -4.766
C -0.554 -0.386 -4.308
C -1.282 0.226 -5.486
P 0.447 0.803 -3.251
O 0.712 2.099 -4.145
O 1.723 0.100 -3.008
O -0.492 1.213 -2.133
P -1.615 -1.369 -3.153
O -2.136 -2.510 -4.136
O -2.689 -0.622 -2.440
O -0.578 -1.895 -2.173
H 1.340 -0.925 -5.071
H 0.125 -2.023 -5.490
H 0.764 -1.940 -3.932
H -0.608 0.795 -6.127
H -2.039 0.912 -5.102
H -1.794 -0.532 -6.081
H 0.034 2.777 -4.026
H -3.068 -2.734 -4.020
C 3.653 2.019 3.225
N 3.034 1.694 1.951
N 2.015 0.786 1.820
C 1.524 0.858 0.556
O 0.590 0.054 0.215
C 2.232 1.863 -0.116
C 3.151 2.358 0.786
C 4.138 3.459 0.628
C 1.643 -0.176 2.806
C 0.323 -0.190 3.233
C -0.080 -1.167 4.130
C 0.834 -2.099 4.603
C 2.154 -2.065 4.174
C 2.564 -1.107 3.259
H 3.181 1.430 4.006
H 3.510 3.075 3.445
H 4.716 1.787 3.196
H 2.098 2.173 -1.135
H 4.159 3.784 -0.408
H 5.140 3.135 0.912
H 3.871 4.316 1.250
H -0.371 0.550 2.856
H -1.108 -1.189 4.470
H 0.518 -2.853 5.311
H 2.864 -2.794 4.541
H 3.581 -1.093 2.887
*
```

LUMO (spin up / spin down): -2.44 / -2.52 eV
Energy relative to the best compared isomer or geometry (same formula, charge and spin): 62.75 kJ/mol
Electronic energy: -6375.1153 a.u.
Gap between HOMO and LUMO (spin up / spin down): 7.95 / 8.40 eV

***

Entry 4:
The following is a quantum chemistry calculation of 4 unconnected molecules or ions with the total composition C3H16NO3 in a non-equilibrium geometry, from the Open Molecules 2025 dataset.

Structure (ORCA input):
```
! RIJCOSX wB97M-V def2-TZVPD def2/J DEFGRID3
* xyz 1 1
C 1.753 -1.191 -0.239
C 1.091 -0.084 0.566
N -0.138 0.465 -0.215
C 0.212 1.670 -1.016
H 2.383 -0.761 -1.007
H 2.479 -1.730 0.384
H 1.036 -1.833 -0.755
H 0.602 -0.445 1.485
H 1.839 0.701 0.839
H -0.812 0.765 0.496
H -0.530 -0.219 -0.859
H 0.593 2.438 -0.363
H -0.539 2.057 -1.698
H 1.068 1.474 -1.663
H -2.706 -0.671 2.257
H -3.183 -1.388 0.970
O -2.423 -1.240 1.535
H 0.097 -2.291 -2.821
H -1.123 -1.590 -2.997
O -0.200 -1.368 -2.795
H -0.558 2.496 2.403
H -0.606 1.184 3.168
O -0.334 1.561 2.325
*
```

LUMO: -2.90 eV
Energy relative to the best compared isomer or geometry (same formula, charge and spin): 74.36 kJ/mol
Electronic energy: -404.1358 a.u.
Gap between HOMO and LUMO: 12.36 eV

***

Entry 5:
The following is a quantum chemistry calculation of 2 unconnected molecules or ions with the total composition C3H9ClN in a non-equilibrium geometry, from the Open Molecules 2025 dataset.

Structure (ORCA input):
```
! RIJCOSX wB97M-V def2-TZVPD def2/J DEFGRID3
* xyz 1 1
C 1.618 0.438 -0.183
C -2.353 0.995 0.005
C 0.428 -0.045 0.587
N 0.014 -1.370 0.093
Cl -2.958 -0.455 -0.591
H 2.582 0.022 0.149
H 1.948 1.450 0.116
H 1.365 0.151 -1.152
H -2.895 1.368 0.846
H -1.560 1.540 -0.592
H 0.294 0.108 1.637
H -1.052 -1.130 -0.349
H -0.197 -1.997 0.925
H 0.734 -1.704 -0.587
*
```

LUMO (spin up / spin down): -4.57 / -4.18 eV
Energy relative to the best compared isomer or geometry (same formula, charge and spin): 435.40 kJ/mol
Electronic energy: -634.2313 a.u.
Gap between HOMO and LUMO (spin up / spin down): 8.26 / 9.34 eV

***

Entry 6:
The following is a quantum chemistry calculation of a molecular structure, C23H35As3ClINO2Pd in a non-equilibrium geometry, from the Open Molecules 2025 dataset.

Structure (ORCA input):
```
! RIJCOSX wB97M-V def2-TZVPD def2/J DEFGRID3
* xyz 1 1
Pd 0.219 0.312 -0.092
C -1.269 -2.106 -2.202
As -0.564 -1.819 -0.428
C -2.094 -2.030 0.729
C 0.521 -3.346 0.099
C 1.979 -3.405 -0.369
C 2.049 -3.325 -1.897
C 2.802 -2.268 0.256
As 2.415 -0.435 -0.281
C 3.645 0.488 0.897
C 3.203 -0.124 -2.024
C 2.594 -4.758 0.046
As 2.623 -5.590 1.862
C 2.806 -4.074 3.107
C 0.713 -5.953 2.177
H -0.483 -2.072 -2.951
H -1.980 -1.306 -2.398
H -1.771 -3.073 -2.234
H -2.404 -3.074 0.751
H -2.896 -1.398 0.358
H -1.824 -1.695 1.729
H -0.020 -4.236 -0.232
H 0.483 -3.328 1.189
H 1.615 -2.396 -2.274
H 1.506 -4.154 -2.353
H 3.084 -3.373 -2.241
H 3.865 -2.430 0.066
H 2.666 -2.254 1.336
H 4.644 0.066 0.791
H 3.301 0.371 1.922
H 3.669 1.545 0.642
H 4.167 -0.624 -2.097
H 3.343 0.951 -2.131
H 2.544 -0.467 -2.817
H 3.643 -4.754 -0.262
H 2.124 -5.546 -0.552
H 3.713 -3.510 2.891
H 2.907 -4.494 4.108
H 1.943 -3.406 3.102
H 0.287 -6.461 1.312
H 0.124 -5.066 2.406
H 0.648 -6.635 3.024
Cl -6.085 5.854 -1.625
C -4.867 4.638 -1.444
C -3.805 4.600 -2.336
C -2.832 3.627 -2.194
C -2.919 2.701 -1.160
C -3.988 2.755 -0.271
C -4.971 3.721 -0.409
C -1.859 1.664 -1.001
O -1.804 0.937 0.061
O -0.981 1.587 -1.880
H -3.749 5.329 -3.132
H -1.999 3.572 -2.880
H -4.042 2.034 0.534
H -5.809 3.770 0.272
I 0.802 2.922 1.142
C 0.522 1.836 2.938
C 0.306 2.494 4.134
C 0.105 1.705 5.256
C 0.126 0.323 5.131
C 0.354 -0.219 3.877
N 0.553 0.529 2.790
H 0.291 3.573 4.189
H -0.070 2.168 6.218
H -0.031 -0.319 5.985
H 0.379 -1.293 3.730
*
```

LUMO: -3.46 eV
Energy relative to the best compared isomer or geometry (same formula, charge and spin): 0.00 kJ/mol
Electronic energy: -8695.5497 a.u.
Gap between HOMO and LUMO: 7.46 eV

***

Which of these has the lowest energy relative to the best compared isomer or geometry (same formula, charge and spin)? C23H35As3ClINO2Pd